[1]
ORCA calculation (ωB97M-V/def2-TZVPD) on a cluster of 2 separate species, C3H5N6O2 in total in a non-equilibrium geometry.

```
16
Properties=species:S:1:pos:R:3
C -0.40637 -1.25764 0.68128
C -0.05053 0.73680 -2.11387
C -0.53294 0.81174 -0.61530
N -1.73812 -2.90792 1.06204
N -1.70997 -1.79083 0.50853
N 0.28168 -2.21594 1.35889
N -0.45511 -3.13732 1.63401
N 0.12112 -0.25465 0.11564
N 1.96855 1.59648 1.41727
O 2.82599 1.58001 2.27597
O 1.08519 2.40796 1.27250
H 1.08301 0.56523 -2.01152
H -0.48051 -0.19278 -2.47822
H -0.33489 1.68892 -2.62096
H -0.02030 1.74164 -0.05994
H -1.63679 0.62829 -0.42633
```

Computed properties:
Total charge: -1
Orbital gap (alpha / beta), eV: 6.13 / 5.60
HOMO energy (alpha / beta), eV: -2.9 / -4.7
LUMO (alpha / beta), eV: 3.21 / 0.88
Spin multiplicity: 3

Charges in e, computed with Mulliken, in the same order as the atoms: 0.5846, -1.1430, -0.0863, -0.4575, -0.1371, -0.2552, -0.3961, -0.4120, 0.6506, -0.4534, -0.3789, 0.2613, 0.3153, 0.3264, 0.1470, 0.4346

***

[2]
ORCA calculation (ωB97M-V/def2-TZVPD) on a structure of composition C15H17FeN2O3 in a non-equilibrium geometry.

```
38
Properties=species:S:1:pos:R:3
C -0.22668 3.80722 -0.07968
C -1.73818 3.76262 -0.30955
C -2.32779 2.80618 0.73843
N -1.20892 2.48798 1.60719
N -1.28344 1.81374 2.70882
C -2.09293 1.84273 3.71639
C 0.09248 2.83591 1.06777
H 0.35185 3.55097 -0.97168
H 0.08068 4.80709 0.24381
H -2.18199 4.75311 -0.17452
H -1.98859 3.42255 -1.31825
H -3.17922 3.24051 1.29029
H -2.71827 1.89583 0.24210
H -2.04945 0.95504 4.36689
H -2.72503 2.71002 3.99808
H 0.62322 1.92638 0.72291
H 0.73418 3.29411 1.84402
O 2.40092 -4.61884 1.36379
C 1.93582 -3.98815 0.50661
Fe 1.16302 -3.15726 -0.82712
C 2.05751 -4.26711 -1.83361
O 2.60825 -5.06439 -2.48206
C -0.16798 -4.30417 -0.77172
O -1.18764 -4.86513 -0.80014
C 0.64724 -1.76651 -2.55078
C -0.47780 -1.33683 -1.83848
C -0.54662 -1.13218 -0.47395
C 0.48751 -1.39272 0.43447
C 1.87294 -1.31485 0.22202
C 2.53606 -1.22207 -0.99912
C 2.00295 -1.61355 -2.22396
H 0.44405 -2.12865 -3.56973
H -1.41357 -1.22778 -2.40099
H -1.52564 -0.84608 -0.06446
H 0.17449 -1.48071 1.48662
H 2.49074 -1.31176 1.13204
H 3.62493 -1.07349 -0.95883
H 2.71090 -1.79978 -3.04361
```

Computed properties:
Total charge: +1
Orbital gap (alpha / beta), eV: 4.13 / 5.46
HOMO energy (alpha / beta), eV: -8.3 / -11.7
LUMO (alpha / beta), eV: -4.17 / -6.25
Energy relative to the best compared isomer or geometry (same formula, charge and spin), kcal/mol: 0.0
Spin multiplicity: 5

Charges in e, computed with Mulliken, in the same order as the atoms: -0.5481, -0.4785, -0.4690, 0.7732, -0.6883, -0.2094, -0.2513, 0.3418, 0.2603, 0.2745, 0.3053, 0.3966, 0.2376, 0.2899, 0.3017, 0.0647, 0.3914, -0.3325, 0.2090, 0.7134, 0.3291, -0.3324, 0.1709, -0.3230, -0.3793, -0.5935, -0.3072, -0.3794, -0.6425, -0.4602, -0.7033, 0.4317, 0.3385, 0.4792, 0.4096, 0.5293, 0.3874, 0.4626

***

[3]
ORCA calculation (ωB97M-V/def2-TZVPD) on an isolated molecule of C4H10N2O2 in a non-equilibrium geometry.

```
18
Properties=species:S:1:pos:R:3
N 3.10055 0.18500 -0.01336
C 1.70170 0.50758 0.54644
C 0.74216 -0.66858 0.58676
O 0.94162 -1.58214 1.38427
N -0.44693 -0.64931 -0.10888
C -0.75872 0.42350 -1.01709
C -2.25978 0.66564 -1.19527
O -2.89500 0.91029 0.08530
H 3.31851 -0.66767 0.54455
H 3.05457 -0.08341 -0.97558
H 1.94083 0.74409 1.65410
H 1.47145 1.47258 0.13845
H -0.76897 -1.69905 -0.49237
H -0.46648 1.45548 -0.66458
H -0.23835 0.32158 -1.98295
H -2.47663 1.47189 -1.80933
H -2.77714 -0.32489 -1.27609
H -2.47158 0.18851 0.56934
```

Computed properties:
Total charge: 0
Orbital gap, eV: 10.45
HOMO energy, eV: -9.8
LUMO, eV: 0.63
Structure (SMILES): NCC(=O)NCCO
Energy relative to the best compared isomer or geometry (same formula, charge and spin), kcal/mol: 74.1

Charges in e, computed with Mulliken, in the same order as the atoms: -0.6403, -0.3996, 0.3162, -0.6161, -0.2346, -0.2356, -0.7611, -0.5353, 0.3018, 0.2241, 0.3226, 0.3245, 0.2990, 0.2310, 0.3247, 0.4013, 0.3181, 0.3590

***

[4]
ORCA calculation (ωB97M-V/def2-TZVPD) on a structure of composition C29H42BCl3F4O2SeW.

```
83
Properties=species:S:1:pos:R:3
W -0.28092 -2.81884 -0.07793
C 5.74228 2.08523 1.59054
C 4.34985 1.88126 2.18541
C 4.49507 1.38786 3.63268
C 3.60618 3.22495 2.16832
C 3.53277 0.86098 1.39795
C 2.23484 0.54815 1.82749
C 1.49647 -0.34580 1.08914
Se -0.22061 -0.90955 1.72671
C -1.54400 0.13501 0.87176
C -2.05724 1.27608 1.44950
C -3.14035 1.90550 0.82437
C -3.65683 1.32563 -0.33202
C -3.18000 0.15013 -0.92799
C -2.10695 -0.42074 -0.26698
O -1.52191 -1.61489 -0.67229
C -3.77237 -0.42994 -2.21040
C -4.94776 0.40914 -2.71386
C -2.69079 -0.42591 -3.30186
C -4.28301 -1.85690 -1.95757
C -3.71704 3.17955 1.43603
C -4.21123 2.86055 2.85490
C -4.88514 3.73208 0.62038
C -2.61388 4.24544 1.49887
C 2.02712 -0.96731 -0.04430
O 1.15421 -1.87407 -0.66022
C 3.30674 -0.72243 -0.49768
C 4.01997 0.21380 0.27003
C 3.89838 -1.39802 -1.73474
C 3.96519 -2.91417 -1.50308
C 3.02493 -1.08243 -2.95874
C 5.31429 -0.89896 -2.02698
H 6.27508 2.82976 2.18107
H 6.33640 1.16950 1.61040
H 5.70068 2.45566 0.56456
H 5.12582 2.07898 4.19176
H 3.53440 1.33708 4.14802
H 4.95929 0.40126 3.67188
H 4.16402 3.95878 2.75041
H 3.50326 3.60769 1.15182
H 2.61000 3.14942 2.60794
H 1.82735 1.00597 2.71952
H -1.63329 1.68279 2.35786
H -4.49437 1.81218 -0.80581
H -4.65512 1.43414 -2.94520
H -5.32567 -0.03631 -3.63412
H -5.77298 0.43079 -2.00082
H -2.36802 0.59123 -3.52836
H -1.80729 -0.99918 -3.01659
H -3.09187 -0.86330 -4.21659
H -5.10662 -1.85420 -1.24238
H -4.65575 -2.27842 -2.89184
H -3.50895 -2.52545 -1.57944
H -4.97934 2.08589 2.84141
H -3.40124 2.52850 3.50653
H -4.64275 3.75653 3.30114
H -5.72014 3.03078 0.57058
H -5.25398 4.63945 1.09745
H -4.58744 3.99746 -0.39580
H -1.76758 3.92949 2.11134
H -2.24212 4.48974 0.50249
H -3.01118 5.15821 1.94326
H 5.02412 0.44448 -0.04533
H 2.97811 -3.35700 -1.36300
H 4.41968 -3.39427 -2.37065
H 4.57657 -3.15515 -0.63214
H 1.99914 -1.43435 -2.84446
H 2.99796 -0.00985 -3.15519
H 3.44535 -1.57144 -3.83838
H 6.01182 -1.13037 -1.22080
H 5.68011 -1.39802 -2.92426
H 5.34155 0.17432 -2.21927
Cl -0.36565 -3.40789 -2.84339
C -0.01178 -5.16753 -2.74504
Cl 0.88580 -5.48272 -1.26361
H 0.59784 -5.41837 -3.60529
H -0.95920 -5.69253 -2.71822
Cl 0.85074 -3.78365 1.62420
F -1.53567 -4.19115 -0.22312
B -2.83951 -3.96529 2.82215
F -2.38384 -2.95408 2.05827
F -3.81102 -3.72394 3.65419
F -2.25099 -5.12704 2.72341
```

Computed properties:
Total charge: +2
Orbital gap, eV: 5.64
HOMO energy, eV: -14.5
LUMO, eV: -8.84

Charges in e, computed with Mulliken, in the same order as the atoms: -0.3657, -2.1214, 1.9434, -1.5865, -1.5778, -0.7456, -0.7104, 0.1278, 0.4446, 0.4555, -0.6783, -0.5259, 0.1198, -1.2369, 0.3837, 0.8622, 2.2134, -2.3105, -1.2461, -1.4637, 1.8816, -1.5593, -2.1240, -1.5795, 0.8714, 0.4997, -1.1274, 0.0793, 2.2171, -1.3643, -1.3760, -2.2799, 0.4428, 0.4297, 0.4287, 0.4653, 0.3353, 0.3689, 0.4653, 0.3674, 0.3535, 0.6281, 0.5945, 0.6967, 0.4493, 0.4425, 0.4677, 0.3678, -0.0461, 0.4618, 0.3655, 0.4869, 0.0856, 0.3688, 0.3272, 0.4541, 0.4314, 0.4411, 0.4259, 0.3323, 0.3727, 0.4629, 0.6802, 0.0594, 0.4926, 0.3609, 0.0550, 0.3635, 0.4786, 0.4501, 0.4389, 0.4626, 0.0065, -0.3942, -0.0160, 0.4317, 0.3905, -0.1845, -0.5244, 0.0282, 0.4060, -0.1726, -0.2070

***

| no. | energy (hartree) |
| --- | --- |
| 1 | -596.1545 |
| 2 | -2180.2229 |
| 3 | -418.3429 |
| 4 | -5553.8350 |